# 1
The following is a DFT calculation (the ωB97M-V functional and the def2-TZVPD basis) of an isolated molecule of C6H11NO at a distorted geometry.

Calculated values
Multiplicity: 1
Charge: 0
SMILES string: CC[C@H](O)C(C)=C=N
Gap between HOMO and LUMO in eV: 9.4
Relative energy (zero: lowest compared OMol25 entry of this formula, charge and spin) in kJ/mol: 209.5
Highest occupied orbital energy in eV: -8.4

Last column: Löwdin charge in e.
CARTESIAN COORDINATES (ANGSTROEM)
1 C -0.2164 0.2860 2.1506  -0.11
2 H 1.5800 -0.7794 1.6873  0.10
3 C 0.4724 -0.8887 -0.1524  -0.35
4 O 1.6337 -1.2568 -0.8560  -0.03
5 H 0.4402 3.1617 -1.0305  0.07
6 H -2.2701 -0.8169 -1.3937  0.08
7 C -1.3660 -0.5435 -1.9390  -0.04
8 H -0.8637 1.0541 1.7358  0.06
9 C -0.1090 1.3095 -0.8547  -0.15
10 H -0.1093 -1.7798 0.1349  0.15
11 H 1.5581 0.7987 0.9728  0.10
12 H -0.9805 -1.4410 -2.4250  0.08
13 H 0.1788 0.6385 3.1022  0.07
14 C -0.3435 0.0272 -1.0009  -0.26
15 H -1.6332 0.1625 -2.7234  0.08
16 N -0.2518 2.5112 -0.6754  0.17
17 H -0.8314 -0.5900 2.3538  0.07
18 C 0.9190 -0.0553 1.1996  -0.19
19 H 2.1929 -1.7980 -0.2860  0.09

=====

# 2
The following is a DFT calculation (the ωB97M-V functional and the def2-TZVPD basis) of a cluster of 8 separate species, C24H64O24S8 in total at a distorted geometry.

Calculated values
Multiplicity: 1
Charge: 0
SMILES string: CCOS(C)(=O)=O.CCOS(C)(=O)=O.CCOS(C)(=O)=O.CCOS(C)(=O)=O.CCOS(C)(=O)=O.CCOS(C)(=O)=O.CCOS(C)(=O)=O.CCOS(C)(=O)=O
Gap between HOMO and LUMO in eV: 10.6
Relative energy (zero: lowest compared OMol25 entry of this formula, charge and spin) in kJ/mol: 548.6
Highest occupied orbital energy in eV: -10.5

Last column: Löwdin charge in e.
CARTESIAN COORDINATES (ANGSTROEM)
1 H 2.7340 -1.6440 4.1570  0.11
2 H 9.4578 6.8589 6.1265  0.07
3 H 4.3413 5.0624 3.4651  0.08
4 C 3.9862 5.7052 -2.0804  -0.03
5 H 4.3384 -0.0956 2.6030  0.08
6 O 1.1066 -0.4888 3.3971  -0.30
7 O 1.1739 1.6458 0.8676  -0.30
8 O 6.8481 7.6894 6.9061  -0.31
9 H 2.3016 -1.7010 2.4833  0.11
10 O -0.7884 -1.5241 -2.3736  -0.31
11 C 3.3742 0.1900 3.0234  -0.05
12 H -2.3263 -1.0031 -5.0093  0.09
13 H -3.2899 -5.4821 -4.5419  0.08
14 O 4.9318 4.3717 -0.3683  -0.30
15 H -2.1972 -3.5178 1.0092  0.06
16 O -5.2525 -3.8624 0.4990  -0.33
17 H -0.0182 3.1771 0.0295  0.12
18 H -4.0631 -5.3335 -2.8324  0.07
19 S -1.8653 1.9128 -5.4990  0.65
20 H 5.5168 0.9255 -0.9385  0.07
21 C 4.5784 4.6817 4.4586  -0.05
22 H -5.9065 -0.2813 1.8862  0.08
23 H 8.4198 6.4224 4.6806  0.06
24 O -5.9224 1.3975 -0.4964  -0.28
25 O 0.2578 1.2593 -1.5093  -0.31
26 O -6.5756 -0.6477 -1.6239  -0.25
27 C -2.2441 -0.6029 -6.0199  -0.27
28 O -4.2799 -0.5190 -0.4173  -0.31
29 C 5.2642 4.9462 -1.5403  -0.34
30 H -1.1941 -0.5212 -6.3007  0.12
31 H 3.6523 6.4564 -1.3647  0.07
32 H 1.2842 -0.9653 6.1342  0.07
33 H 6.1632 5.5059 -1.2820  0.12
34 H 5.0225 3.6881 4.3971  0.07
35 S -0.3404 -2.7049 -3.1663  0.70
36 H -0.0712 3.0534 1.7883  0.13
37 H 6.5736 5.4933 4.2313  0.11
38 H -3.0650 -3.0834 -2.5223  0.11
39 C -6.2497 -1.9354 -2.1777  -0.26
40 H -0.9710 0.4857 1.5839  0.03
41 H 1.2874 4.8468 1.1177  0.09
42 H -7.4331 -0.5532 1.0079  0.07
43 C 1.7228 3.8580 0.9734  -0.06
44 H -3.4985 -3.0801 -4.0933  0.09
45 C -3.0176 -3.4498 1.7237  -0.08
46 S 0.6026 0.5314 -0.3037  0.72
47 H 4.2521 6.3707 -2.9017  0.07
48 H -7.1556 -3.5711 -3.1836  0.07
49 O 5.7904 2.7785 1.5477  -0.30
50 H -1.1759 0.7071 -3.5488  0.03
51 H -3.4910 -2.4859 1.9102  0.06
52 C -2.6690 -7.6036 -0.8356  -0.07
53 C -2.8342 -3.6370 -3.4325  -0.28
54 C 0.5660 2.9225 0.9137  -0.31
55 S -4.3033 -4.7194 1.2242  0.73
56 O 7.8260 5.7472 8.0423  -0.24
57 O -0.5179 1.8134 -6.0411  -0.30
58 C 2.4518 -1.0123 3.3147  -0.23
59 C -7.4658 -2.5587 -2.9247  -0.04
60 H -5.8382 -2.5978 -1.4161  0.08
61 H 5.3147 6.6038 4.9944  0.12
62 S -0.2042 -1.1846 4.2579  0.67
63 C -2.9404 -1.5742 -6.9415  -0.05
64 H 2.3794 3.5677 1.7936  0.08
65 C 0.0507 -4.2128 -2.0910  -0.07
66 O 6.3023 5.2514 6.0976  -0.27
67 H 3.7471 4.6569 5.1632  0.08
68 O -2.8632 0.7131 -5.9810  -0.27
69 C -3.2115 -5.1844 -3.4962  -0.03
70 H 1.0088 -4.0554 -1.5957  0.07
71 C -1.8473 1.5571 -3.6710  -0.09
72 H 3.1931 4.9868 -2.2878  0.07
73 H -2.6268 -7.3304 1.2483  0.12
74 H -3.2524 -7.2262 -1.6754  0.05
75 H 9.1554 5.1344 5.6816  0.08
76 C 4.8583 1.7702 -0.7363  -0.07
77 C 0.2105 -0.8762 5.9695  -0.11
78 O -2.6046 3.1600 -5.6225  -0.31
79 H -2.2032 -2.0195 -7.6096  0.08
80 H -4.2157 -7.5673 0.7256  0.12
81 H -0.8601 -4.4196 -1.5291  0.04
82 C -6.3666 -0.7771 1.0315  -0.11
83 H 4.0084 1.4336 -0.1427  0.05
84 C 5.7128 5.5943 4.8923  -0.33
85 H 5.6299 4.2154 -2.2616  0.11
86 H 0.0229 0.1826 6.1479  0.07
87 O -1.5764 -3.4587 -4.0287  -0.28
88 O 0.7709 -2.6243 -4.0637  -0.27
89 H 2.2959 3.7972 0.0483  0.07
90 O -4.6714 -5.5014 2.4237  -0.30
91 H -1.6167 2.5507 -3.2865  0.07
92 H 4.3729 2.2514 -1.5854  0.06
93 H -2.8518 1.1673 -3.5064  0.07
94 C -1.0478 0.1386 0.5535  -0.07
95 S -5.6455 -0.0231 -0.4163  0.63
96 H -2.6445 -8.6830 -0.9859  0.09
97 H 2.8746 0.9897 2.4766  0.06
98 H -0.4617 -1.4989 6.5599  0.08
99 H -3.6615 -0.9787 -7.5014  0.09
100 H -1.8566 0.7243 0.1166  0.06
101 H 0.2041 -5.0788 -2.7348  0.06
102 O 7.2243 3.3170 -0.4433  -0.32
103 H -1.2315 -0.9346 0.5010  0.05
104 H 3.7539 0.7155 3.8996  0.07
105 O -0.1378 -2.6101 3.9891  -0.31
106 H -5.4295 -1.8446 -2.8898  0.10
107 H -8.3677 -2.5355 -2.3132  0.08
108 H -2.4180 -5.8731 -3.2062  0.05
109 H -1.6236 -7.3115 -0.9359  0.08
110 H -7.6041 -2.0727 -3.8905  0.08
111 H -3.3730 -2.4000 -6.3768  0.06
112 S 7.4002 6.3047 6.8607  0.64
113 O -1.4005 -0.4573 3.8346  -0.30
114 C 8.7604 6.1503 5.6796  -0.11
115 O 1.4439 -0.6772 -0.2700  -0.31
116 S 5.8609 3.0887 0.1382  0.71
117 H -6.2867 -1.8608 0.9457  0.04
118 C -3.2947 -7.0656 0.4286  -0.27
119 H -2.5852 -3.7746 2.6701  0.06
120 O -3.3798 -5.6516 0.1896  -0.28

=====

# 3
The following is a DFT calculation (the ωB97M-V functional and the def2-TZVPD basis) of an isolated molecule of C2H2O4S at a distorted geometry.

Calculated values
Multiplicity: 1
Charge: 0
Gap between HOMO and LUMO (alpha / beta) in eV: 6.8 / 6.8
Relative energy (zero: lowest compared OMol25 entry of this formula, charge and spin) in kJ/mol: 590.6
Highest occupied orbital energy (alpha / beta) in eV: -9.2 / -9.3

Last column: Löwdin charge in e.
CARTESIAN COORDINATES (ANGSTROEM)
1 H -0.1097 1.0261 0.8857  0.03
2 O 0.1411 3.3908 -0.5853  -0.26
3 O 0.8954 0.7688 -2.6591  -0.17
4 H 1.4021 -0.6856 0.2683  0.18
5 C -0.0816 0.8018 -0.0919  -0.16
6 O -2.0120 2.3779 -1.3983  -0.24
7 C 0.8785 -0.0341 -0.5298  -0.19
8 O 1.3778 -0.1126 -1.7388  -0.12
9 S -0.6635 2.2748 -1.0000  0.93

=====

# 4
The following is a DFT calculation (the ωB97M-V functional and the def2-TZVPD basis) of an isolated molecule of ClH4NSi at a distorted geometry.

Calculated values
Multiplicity: 1
Charge: 0
Gap between HOMO and LUMO in eV: 6.4
Relative energy (zero: lowest compared OMol25 entry of this formula, charge and spin) in kJ/mol: 665.6
Highest occupied orbital energy in eV: -7.2

Last column: Löwdin charge in e.
CARTESIAN COORDINATES (ANGSTROEM)
1 Cl 2.3287 -0.0872 0.4158  0.44
2 N 3.1727 0.6214 -0.7122  -0.67
3 Si 0.0965 -0.6305 -0.3587  0.61
4 H 0.6227 0.1565 -1.5269  -0.10
5 H 2.6184 1.1351 -1.4095  -0.08
6 H 0.3116 -2.1781 -0.2907  -0.08
7 H -0.9897 -0.1456 0.5147  -0.12

=====

# 5
The following is a DFT calculation (the ωB97M-V functional and the def2-TZVPD basis) of an isolated molecule of C8H17N5O3 at a distorted geometry.

Calculated values
Multiplicity: 1
Charge: 0
SMILES string: [H]/N=C(\N)NCCC[C@H](N)C(=O)NCC(=O)O
Gap between HOMO and LUMO in eV: 9.7
Relative energy (zero: lowest compared OMol25 entry of this formula, charge and spin) in kJ/mol: 61.9
Highest occupied orbital energy in eV: -9.0

Last column: Löwdin charge in e.
CARTESIAN COORDINATES (ANGSTROEM)
1 C -0.3121 2.3663 -0.1643  -0.51
2 O 0.3858 3.2078 0.3332  0.11
3 C -0.9177 -1.9016 -0.4172  -0.13
4 H 4.1994 -1.4809 0.5013  0.05
5 H 1.3165 -0.5110 -1.1521  0.09
6 H 1.5023 -3.0133 -0.7275  0.12
7 C -1.7884 2.2020 0.1053  -0.09
8 O -1.6122 0.0560 1.8042  0.07
9 N 4.0180 -0.5509 0.6455  0.16
10 H 4.7826 0.0614 0.6850  0.08
11 H -0.6082 -1.0995 -1.0611  0.09
12 H -3.4491 -2.4422 -1.1814  0.07
13 C -2.2727 -1.4397 0.1228  -0.32
14 C -2.0613 -0.0747 0.6629  -0.49
15 N -3.2169 -1.4762 -1.0253  0.04
16 H -4.0899 -1.0641 -0.6978  0.08
17 H -1.9064 2.5140 1.1362  0.14
18 N 2.8610 1.1751 -0.5745  0.09
19 H -1.0897 -2.8268 -0.9473  0.11
20 H 1.1603 1.4847 -0.9006  0.06
21 H 0.1642 -3.0772 1.1518  0.11
22 O 0.1633 1.4038 -0.9603  0.06
23 H 0.1268 -1.3658 1.3893  0.11
24 C 1.6175 -2.1721 -0.0076  -0.20
25 H 2.3475 -2.4176 0.7486  0.10
26 C 2.9832 -0.0558 -0.1765  -0.47
27 N 2.0431 -0.9583 -0.6490  0.05
28 C 0.2247 -2.1455 0.6098  -0.16
29 H 3.4313 1.7885 0.0208  0.07
30 N -2.3876 0.9345 -0.1516  0.09
31 H -2.4205 0.6875 -1.1265  0.14
32 H -2.3547 2.9541 -0.3746  0.12
33 H -2.6695 -2.0747 0.9935  0.18

=====

# 6
The following is a DFT calculation (the ωB97M-V functional and the def2-TZVPD basis) of a cluster of 3 separate species, C3H5N in total at a distorted geometry.

Calculated values
Multiplicity: 1
Charge: 0
Gap between HOMO and LUMO in eV: 8.5
Relative energy (zero: lowest compared OMol25 entry of this formula, charge and spin) in kJ/mol: 424.8
Highest occupied orbital energy in eV: -8.7

Last column: Löwdin charge in e.
CARTESIAN COORDINATES (ANGSTROEM)
1 N -1.8115 -1.1213 0.6527  0.15
2 C 0.8678 0.3805 -1.3466  0.02
3 H 0.5996 1.1210 2.0248  0.08
4 H 1.5293 -0.3824 -1.7370  0.06
5 C 0.0937 0.1821 -0.2909  -0.23
6 C -0.7581 -0.6291 0.2960  -0.24
7 H 0.3672 1.1442 1.1521  0.01
8 H -1.8459 -2.0532 1.0486  0.07
9 H 0.9580 1.3581 -1.7997  0.06

=====

# 7
The following is a DFT calculation (the ωB97M-V functional and the def2-TZVPD basis) of a cluster of 13 separate species, H26O13 in total at a distorted geometry.

Calculated values
Multiplicity: 1
Charge: 0
Gap between HOMO and LUMO in eV: 8.5
Relative energy (zero: lowest compared OMol25 entry of this formula, charge and spin) in kJ/mol: 824.6
Highest occupied orbital energy in eV: -8.6

Last column: Löwdin charge in e.
CARTESIAN COORDINATES (ANGSTROEM)
1 H -2.8743 0.6248 -0.7975  0.05
2 H 3.6093 -3.9039 -1.1142  -0.04
3 H 4.0057 -4.1618 0.3488  0.07
4 H 2.1618 4.5262 0.1359  0.10
5 H -5.1090 -1.9569 -0.4724  0.02
6 O -2.5642 -1.7276 -0.2595  -0.04
7 H -3.6190 1.0916 -2.0114  0.07
8 H -0.2781 -1.7713 3.0310  0.06
9 O -0.8106 -2.5698 -0.3118  -0.10
10 H 3.5596 4.2177 -0.4050  0.04
11 H -0.0502 0.1728 -0.9996  0.08
12 H 4.3492 1.4217 1.4989  0.03
13 H -0.1331 -3.3016 -0.2494  0.08
14 H 1.9201 -2.4318 -1.5679  0.01
15 H -4.2998 -0.6646 -0.3696  0.02
16 O 2.1782 1.5911 -1.3215  -0.01
17 O 1.9949 -1.4885 -1.6711  -0.09
18 H 2.6428 1.5019 -2.1452  0.05
19 H 1.2467 0.0275 -0.2404  0.04
20 H -2.5070 -1.7078 0.6323  0.01
21 H -3.4365 -2.0767 -0.4937  0.05
22 O 0.2648 -2.0769 3.8217  -0.08
23 H -3.4075 1.9149 1.2678  -0.03
24 H 1.1208 -2.1470 3.4124  0.01
25 H -1.1995 2.5347 -0.3329  0.06
26 O -3.9353 2.5957 1.5981  -0.02
27 O -0.3241 2.3115 0.1005  -0.05
28 O -5.2718 -0.9904 -0.5127  -0.13
29 H 2.6549 2.2689 -0.9829  -0.08
30 H 2.7379 -1.2275 -2.2972  0.08
31 H -3.7348 3.4113 1.1324  0.04
32 O 2.6579 3.9312 -0.5010  -0.05
33 H -0.4170 -2.0628 -0.9586  -0.03
34 O -3.7740 0.6306 -1.1867  -0.06
35 O 3.6203 -3.5282 -0.3027  -0.02
36 O 0.5545 -0.5535 -0.6134  -0.16
37 O 3.4440 1.1901 1.6996  -0.02
38 H -0.4711 2.7900 0.9054  0.02
39 H 3.4938 1.5947 2.5335  0.00

=====

# 8
The following is a DFT calculation (the ωB97M-V functional and the def2-TZVPD basis) of a structure of composition C16H36FI2O3 at a distorted geometry.

Calculated values
Multiplicity: 1
Charge: -1
Gap between HOMO and LUMO in eV: 4.7
Highest occupied orbital energy in eV: -2.6

Last column: Löwdin charge in e.
CARTESIAN COORDINATES (ANGSTROEM)
1 C 0.4758 5.2232 -2.7219  -0.29
2 C 2.7340 -1.4665 2.0213  -0.30
3 C 0.2887 2.6228 -4.1703  -0.08
4 O 0.4405 3.9541 -2.1015  -0.17
5 H -0.1854 5.1588 3.3417  0.08
6 O 1.6772 3.1672 3.2965  -0.16
7 C -4.4626 -5.4810 -2.1588  -0.20
8 H -1.5057 5.2515 -3.6264  0.07
9 H -1.3309 3.1771 -2.8474  0.11
10 H 2.5936 1.5705 1.2829  0.08
11 I -1.8749 -5.1883 -3.5979  0.62
12 H 1.0531 5.8551 -2.0465  0.12
13 C 0.9767 2.1605 2.5828  -0.27
14 C 1.7364 4.4367 2.6761  -0.29
15 H -4.6610 -4.7779 -2.9569  0.03
16 H -0.2171 4.4786 1.7147  0.06
17 H 1.0413 1.2680 3.2055  0.11
18 H 2.6023 -2.7248 3.7934  0.07
19 H -4.6442 -6.4652 -2.5626  0.07
20 C -2.5717 -6.4912 -0.8827  -0.80
21 H 1.8457 -4.0472 2.1740  0.11
22 H 1.0359 5.1750 -3.6631  0.11
23 C -3.0308 -5.3284 -1.7138  -0.79
24 H 0.2144 3.4768 -4.8458  0.06
25 C -0.8929 5.8440 -2.9465  -0.08
26 C -0.2637 2.9348 -2.7906  -0.28
27 H -2.6392 -7.4079 -1.4430  0.05
28 C 0.1073 -2.8358 1.7435  -0.08
29 H 3.5595 -1.2585 4.0005  0.07
30 H 0.5065 6.0615 1.9827  0.07
31 C -3.2470 -6.5729 0.4240  -0.28
32 H 2.3193 4.3840 1.7494  0.11
33 H -5.1380 -5.2576 -1.3529  0.06
34 H 1.3392 2.3387 -4.1042  0.08
35 H -0.0870 2.4140 2.5102  0.11
36 H -0.1769 2.0515 -2.1588  0.12
37 H -0.7854 6.8398 -3.3780  0.07
38 H -2.8404 -4.3972 -1.2139  0.06
39 C 1.4645 -3.4031 1.3736  -0.30
40 I -0.3296 -6.3048 -0.4837  0.51
41 H 1.4938 2.7359 0.5500  0.06
42 H 4.2113 -2.6277 3.0817  0.08
43 H 3.4726 -0.7992 1.5737  0.11
44 C 0.3790 5.0670 2.4125  -0.08
45 F -4.2739 -5.5510 0.5640  -0.22
46 H -0.5898 -3.6497 1.9419  0.07
47 H 1.8508 -0.8548 2.2406  0.08
48 H 2.3006 5.0651 3.3660  0.11
49 H -3.7610 -7.5308 0.4632  0.03
50 C 3.3077 -2.0564 3.2995  -0.08
51 H -0.2878 -2.2342 0.9233  0.08
52 H -0.2674 1.7984 -4.6160  0.08
53 H 0.9909 1.0568 0.7342  0.08
54 O 2.4315 -2.4160 1.0253  -0.16
55 C 1.5470 1.8662 1.2076  -0.07
56 H 0.1505 -2.2038 2.6347  0.06
57 H 1.3476 -4.0320 0.4938  0.03
58 H -1.4312 5.9303 -2.0018  0.08

=====

Number 7 is which compound?
H26O13